No. 1
This record from the OMol25 dataset describes a molecular structure, C25H28N3O6PtS3. The level of theory is ωB97M-V/def2-TZVPD.

The geometry in ORCA input format:
```
! RIJCOSX wB97M-V def2-TZVPD def2/J DEFGRID3
* xyz 1 1
H 4.05013 -0.23502 -0.21945
C 0.14602 -3.59240 -1.54308
C 3.48704 2.27624 0.90267
H -3.59309 0.13338 -3.53948
H -2.46710 2.39851 1.53468
C -1.98109 -0.83466 -4.58403
C 0.75103 4.12383 4.84746
C -0.61320 -1.01712 -4.69939
C -1.64433 0.57113 -2.71077
H 3.38500 -2.41159 0.47228
S 1.83791 2.97393 0.59623
N -4.73151 -0.88692 0.60035
H 2.24081 5.32872 2.05529
H 3.98195 3.01462 1.53581
H -4.62831 1.37923 1.43481
H 0.81794 -1.64675 -0.95094
O -3.28960 2.05915 -1.92126
Pt -0.50798 0.36486 0.52805
N -2.69690 1.61394 2.13483
H -0.47346 -5.62173 -1.85544
H -1.63232 -1.78883 -7.35572
H -5.64356 -0.50547 0.79023
H -0.13667 2.18075 5.03827
H -0.02468 -6.31818 0.46949
C 0.16230 -5.29849 0.16176
C -2.28038 1.44320 -1.65930
C 0.27258 -0.39744 -3.85553
C -2.52894 -0.03861 -3.61629
C 0.64147 -2.66885 -0.63968
C 1.42636 5.00769 4.01655
H -1.74684 -3.25507 -6.31587
H 0.41791 1.49691 2.72730
C -3.60842 -0.29689 1.01507
C 0.88070 -3.07411 0.66898
O -1.77490 1.52162 -0.42536
S 1.52344 -1.96786 1.89510
C 3.45569 0.88796 1.53210
C -0.27287 0.40164 -2.84310
H -0.05295 -3.28573 -2.56082
H 3.86804 -1.68647 2.01194
H 1.34094 -0.50923 -3.98427
H 4.40255 0.72079 2.05197
H 3.98695 2.27355 -0.06800
C 1.73729 4.63463 2.71853
H 2.67489 0.85640 2.29479
O -2.62365 -1.54594 -5.55899
C -1.60526 -2.17420 -6.33576
C -0.08938 -4.90401 -1.14274
C 0.64456 -4.37734 1.08205
C 0.38679 2.86678 4.38435
O 0.72686 -0.66351 1.85738
H -4.67025 -1.74161 0.07509
H 0.50278 4.41919 5.85814
H 0.38753 0.94982 -2.19325
H 0.82641 -4.66730 2.10950
C 1.38237 3.36721 2.27359
O -0.34172 -1.85373 -5.74111
H 2.32070 -0.05550 -0.04092
C 3.23977 -0.23390 0.51367
H 1.69874 5.99152 4.37324
C 0.69976 2.47689 3.08934
N -3.75617 0.89467 1.60389
O 1.01209 1.80332 0.11249
C 3.17548 -1.60575 1.17280
H -2.91700 1.89887 3.07901
S -2.16024 -1.17076 0.74145
*
```

Summary:
F_max = 0.876 eV Å⁻¹
E = -2898.80336 hartree
HOMO-LUMO gap = 7.696 eV
LUMO = -2.377 eV
HOMO level = -10.07 eV

***

No. 2
This record from the OMol25 dataset describes C21H26N2O4S in the gas phase. The level of theory is ωB97M-V/def2-TZVPD.

The geometry in ORCA input format:
```
! RIJCOSX wB97M-V def2-TZVPD def2/J DEFGRID3
* xyz 0 1
C 2.75884 0.73666 1.23444
N 2.49087 -1.73392 -0.49264
H 3.43607 -0.47833 -1.86942
C -1.54564 2.72721 -0.67442
H 2.17649 1.89674 2.93864
C 0.12834 -1.57138 0.15376
H 0.92064 -2.63255 -1.54630
C 1.14073 -1.71215 -0.99422
O 2.29913 1.50891 -2.27679
H -3.56089 -2.75560 -0.58301
C -1.93278 0.97253 0.78059
H 2.39473 3.47399 -2.93808
C -1.67163 3.40836 0.48930
C 1.83566 2.54764 -3.10246
C -1.68737 1.32999 -0.50784
H -1.61080 4.46472 0.65812
S -1.96831 2.35969 1.81903
C 1.72252 2.79495 -0.28897
C 2.79790 0.64157 -0.14736
C -3.65177 -1.80888 -0.04231
C 0.49528 -2.54011 1.30330
O -5.66260 -1.16732 -1.25318
H 1.26460 3.73868 1.56668
C 2.20300 1.83848 1.86133
H -1.40166 -0.65132 2.07169
O 3.92029 -2.66269 0.99879
H -0.37173 -3.14315 1.58311
O -1.43551 -2.68810 -1.28458
C 1.69210 2.86737 1.09333
H 1.04019 -0.87458 -1.68528
N -2.31280 -1.41693 0.34876
C 1.64576 -3.46966 0.90303
H -3.12989 -0.36223 1.92024
C -2.19087 -0.38956 1.35790
H -4.43571 0.18186 -0.43540
H -1.37320 3.19783 -1.62564
H 0.80296 -1.96905 2.18201
C 2.81924 -2.60715 0.48589
H -5.63648 -1.99790 -1.74204
H -1.61504 0.62623 -1.31741
H 1.33827 -4.11860 0.08226
C 2.25922 1.67919 -0.92072
H 3.17632 -0.07079 1.81784
H 4.33337 -0.84616 -0.36791
C 3.35364 -0.60592 -0.78870
C -1.26493 -1.92650 -0.35176
H 1.99898 2.20570 -4.12351
H -4.25708 -1.96808 0.85518
C -4.34907 -0.77991 -0.94674
H 1.94669 -4.09114 1.74634
H 0.76751 2.73476 -2.95205
H 0.16193 -0.53890 0.50374
H -3.75530 -0.64038 -1.86012
H 1.31941 3.61332 -0.86359
*
```

Summary:
F_max = 0.586 eV Å⁻¹
E = -1624.50031 hartree
HOMO-LUMO gap = 9.079 eV
LUMO = 0.467 eV
SMILES = COc1ccccc1CN1C[C@@H](C(=O)N(CCO)Cc2cccs2)CCC1=O
HOMO level = -8.61 eV